{"formula": "C53H113Cl3N13O17", "method": "wB97M-V/def2-TZVPD", "lumo_ev": -2.90, "gap_ev": 6.5, "charge": 1, "e_tot_ha": -5458.3144, "homo_ev": -9.37, "elements": ["C", "N", "C", "C", "C", "C", "C", "C", "C", "C", "N", "C", "C", "C", "H", "H", "H", "H", "H", "H", "H", "H", "H", "H", "H", "H", "H", "H", "C", "C", "O", "O", "H", "H", "H", "O", "C", "N", "C", "H", "H", "H", "H", "H", "O", "C", "N", "C", "H", "H", "H", "H", "H", "O", "C", "N", "C", "H", "H", "H", "H", "H", "O", "C", "N", "C", "H", "H", "H", "H", "H", "O", "C", "N", "C", "H", "H", "H", "H", "H", "O", "C", "N", "C", "H", "H", "H", "H", "H", "O", "C", "N", "C", "H", "H", "H", "H", "H", "C", "Cl", "Cl", "Cl", "H", "C", "O", "C", "C", "N", "C", "C", "O", "C", "H", "H", "H", "H", "H", "H", "H", "H", "H", "H", "H", "H", "H", "H", "H", "C", "O", "C", "C", "N", "C", "C", "O", "C", "H", "H", "H", "H", "H", "H", "H", "H", "H", "H", "H", "H", "H", "H", "H", "C", "O", "C", "C", "N", "C", "C", "O", "C", "H", "H", "H", "H", "H", "H", "H", "H", "H", "H", "H", "H", "H", "H", "H", "C", "O", "C", "C", "N", "C", "C", "O", "C", "H", "H", "H", "H", "H", "H", "H", "H", "H", "H", "H", "H", "H", "H", "H"], "coordinates": [[0.38640, -5.51449, 1.50673], [0.34003, -4.13302, 1.05352], [1.42842, -3.61307, 0.36182], [1.46668, -2.25648, 0.02317], [0.32943, -1.45643, 0.33376], [-0.75921, -2.01464, 0.91428], [-0.73822, -3.37335, 1.28358], [0.30403, -0.05120, 0.00987], [-0.02712, 0.87867, 0.97360], [-0.16740, 2.16234, 0.61488], [-0.25821, 2.54347, -0.71365], [-0.02856, 1.63157, -1.67232], [0.36653, 0.34054, -1.36729], [-0.62805, 3.91953, -1.04884], [-0.35044, -5.60612, 2.30471], [1.36063, -5.86881, 1.84350], [-0.03160, -6.16508, 0.73854], [2.20038, -4.33518, 0.14039], [2.13815, -1.83503, -0.71027], [-1.64546, -1.41735, 1.06988], [-1.46605, -3.86831, 1.90942], [-0.13014, 0.63473, 2.02063], [-0.27128, 2.95881, 1.33686], [-0.09899, 1.98000, -2.69214], [0.47250, -0.44856, -2.09700], [-0.34694, 4.56429, -0.21615], [-1.67843, 3.94010, -1.33931], [0.02074, 4.28682, -1.84399], [-3.10636, -1.42249, 5.51026], [-2.68490, -1.39617, 4.06509], [-2.21724, -0.34948, 3.60206], [-3.11471, -2.31925, 3.35019], [-3.56432, -2.33361, 5.89526], [-3.79185, -0.60001, 5.71450], [-2.24261, -1.21276, 6.14117], [0.15566, 6.71133, -2.65665], [0.87530, 7.69500, -2.33192], [2.00893, 7.96222, -2.93533], [0.59157, 8.46270, -1.06728], [2.29649, 7.49009, -3.78061], [2.58840, 8.67605, -2.51727], [0.47194, 9.53595, -1.21532], [1.43788, 8.31233, -0.39702], [-0.28299, 8.10230, -0.52565], [2.49243, 3.87106, 0.09931], [3.47489, 3.89810, -0.61564], [4.67531, 4.13199, -0.20325], [3.24585, 3.89512, -2.06331], [5.41316, 4.10891, -0.89256], [4.92220, 4.25214, 0.76871], [3.19644, 4.95929, -2.29398], [2.26339, 3.42821, -2.13313], [4.09436, 3.36703, -2.49835], [4.58048, -4.00294, 1.42100], [4.98883, -3.58723, 2.48833], [4.25650, -3.48443, 3.58277], [6.43032, -3.02884, 2.55917], [3.27921, -3.72389, 3.67032], [4.55225, -2.76899, 4.23144], [6.66903, -2.33791, 1.75062], [7.12348, -3.86729, 2.62718], [6.51313, -2.45961, 3.48503], [0.85562, 3.16375, 4.87106], [0.15685, 2.14779, 4.95519], [-1.03918, 2.21442, 4.47397], [0.66329, 0.84109, 5.49289], [-1.16818, 3.10567, 4.01666], [-1.78064, 1.52957, 4.43772], [1.13622, 0.42931, 4.60134], [-0.17166, 0.17856, 5.72095], [1.38903, 0.82224, 6.30594], [2.92321, -7.06676, 0.26653], [3.93862, -7.06034, -0.45048], [4.94410, -6.20247, -0.19493], [4.03017, -8.03905, -1.54997], [5.90808, -6.43356, -0.38841], [4.94465, -5.42893, 0.45447], [5.04518, -8.43548, -1.52370], [3.95481, -7.52479, -2.50807], [3.36921, -8.87270, -1.31279], [-2.55160, -5.75912, 0.59670], [-3.06534, -6.77652, 0.84356], [-3.16133, -7.15159, 2.12796], [-3.64500, -7.71020, -0.28004], [-3.04747, -6.52682, 2.91332], [-3.75602, -7.95757, 2.25773], [-3.11628, -8.66214, -0.23154], [-3.62023, -7.35678, -1.31086], [-4.62636, -7.93422, 0.13811], [4.38415, -1.65702, -1.87320], [5.21250, -2.48506, -2.18455], [5.94439, -3.08334, -1.31904], [5.49397, -2.76323, -3.62040], [5.73778, -2.83155, -0.36300], [6.35481, -3.95850, -1.61187], [4.98590, -3.61004, -4.08180], [6.56630, -2.93911, -3.70567], [5.22664, -1.85390, -4.15869], [-3.98450, 1.08869, -2.76581], [-2.57453, 1.40134, -3.80143], [-4.43287, 2.71809, -2.09901], [-3.56725, -0.03931, -1.43001], [-4.86355, 0.70330, -3.28238], [-7.05174, -5.99934, 6.43003], [-5.98773, -5.14903, 6.83912], [-5.22460, -4.51472, 5.82463], [-4.39750, -5.61711, 5.02566], [-3.07056, -5.20067, 4.59734], [-2.00715, -5.17185, 5.65773], [-0.55138, -5.12606, 5.14006], [-0.22741, -3.97902, 4.36097], [0.24281, -2.76268, 5.01185], [-6.74686, -7.04121, 6.52835], [-7.47949, -5.90181, 5.43222], [-7.88290, -5.84545, 7.11821], [-4.48478, -3.95791, 6.39972], [-5.80891, -3.81052, 5.23237], [-4.91276, -5.98842, 4.13981], [-4.34885, -6.36333, 5.81868], [-3.06229, -4.40161, 3.97965], [-1.92899, -6.05471, 6.29219], [-2.15510, -4.36377, 6.37412], [-0.39052, -5.98702, 4.49123], [0.09829, -5.13757, 6.01522], [1.09026, -2.85800, 5.69070], [-0.66471, -2.46237, 5.53561], [0.43815, -2.01633, 4.24185], [1.52230, 2.31603, -5.29259], [0.41448, 3.08982, -4.81514], [0.71031, 4.42010, -4.98896], [-0.11873, 4.88337, -6.23188], [-1.53881, 4.47643, -6.01202], [-2.37587, 5.25289, -5.08346], [-3.79939, 4.82700, -4.91496], [-4.65269, 5.58078, -5.84490], [-5.98790, 5.14721, -5.89262], [1.79430, 1.34959, -4.86818], [2.47813, 2.79845, -5.08822], [1.63429, 2.15522, -6.36483], [1.71729, 4.83730, -4.98222], [0.27146, 4.84683, -4.08707], [0.17919, 4.33223, -7.12384], [-0.05788, 5.97090, -6.27275], [-1.39511, 3.52538, -5.70386], [-2.47653, 6.32914, -5.22365], [-1.93970, 5.32214, -4.08693], [-4.22074, 5.02614, -3.92961], [-3.76033, 3.73785, -4.89662], [-6.32617, 5.69586, -6.77163], [-6.57730, 5.49124, -5.04271], [-6.08192, 4.07944, -6.09041], [-3.59796, 3.41804, 1.74018], [-2.72401, 4.37854, 1.23399], [-2.82370, 5.56121, 2.01479], [-1.77071, 6.60262, 1.55354], [-0.37440, 6.21005, 1.93475], [0.03267, 6.60842, 3.33800], [1.21240, 7.60335, 3.39100], [1.83193, 7.43478, 4.66937], [2.62263, 8.61000, 4.99966], [-3.29144, 2.92717, 2.66386], [-3.67444, 2.71032, 0.91472], [-4.63190, 3.76245, 1.76153], [-2.43922, 5.24256, 2.98367], [-3.88127, 5.79940, 2.12839], [-1.86136, 7.59172, 2.00251], [-1.96014, 6.68862, 0.48358], [0.22555, 6.69268, 1.28112], [0.47298, 5.72659, 3.80339], [-0.78050, 6.96773, 3.96868], [0.76356, 8.58846, 3.26375], [1.97048, 7.43882, 2.62527], [3.70325, 8.53615, 4.87750], [2.54959, 8.82777, 6.06518], [2.32378, 9.48978, 4.42976], [-0.45217, -0.22561, -7.08778], [0.65750, -0.89876, -6.55883], [0.65333, -1.01485, -5.11227], [2.10681, -1.29507, -4.62861], [2.72661, -2.43361, -5.27379], [1.90238, -3.68068, -5.19791], [1.73234, -4.31500, -3.80608], [1.03712, -3.56277, -2.78758], [-0.34647, -3.55935, -2.90372], [-0.54582, 0.76381, -6.64015], [-1.40950, -0.71648, -6.91262], [-0.41291, -0.22854, -8.17707], [-0.14505, -1.74422, -4.97547], [0.18677, -0.13136, -4.67654], [2.16337, -1.45307, -3.55161], [2.67819, -0.37962, -4.78219], [2.69021, -1.96727, -6.16895], [2.56650, -4.37073, -5.71837], [0.98090, -3.65473, -5.77954], [2.70800, -4.47097, -3.34581], [1.22726, -5.27721, -3.89061], [-0.74433, -4.57182, -2.83505], [-0.81955, -3.15018, -3.79639], [-0.71181, -2.93282, -2.09002]], "mulliken_charge": [-0.5675, 0.9706, -1.1904, -0.1152, 1.0187, -1.6858, -0.8911, 1.1859, -1.5823, -0.5790, 0.7025, -1.2179, -0.7356, 0.3820, -0.2498, 0.2586, 0.3375, 0.6548, 0.5836, 0.9007, 0.7932, 0.5611, 0.9260, 1.0703, 0.1852, -0.6960, 0.3666, 0.0079, -0.9179, 0.5979, -0.2616, -0.7989, -0.2446, 0.5509, 0.2494, -0.5154, 0.6597, -0.3045, -1.0912, 0.2428, 0.1887, 0.4440, 0.3724, 0.0063, -0.4884, 0.1748, -0.3309, -0.1816, 0.1612, 0.2816, 0.1871, -0.3269, 0.5091, -0.5531, 0.6065, -0.2913, -1.1674, 0.1094, 0.2314, 0.3037, 0.2857, 0.4235, -0.6775, 0.7285, -0.0811, -0.5225, -0.1359, 0.2719, 0.0660, -0.0726, 0.4664, -0.5673, 0.6733, -0.0758, -1.1319, 0.2737, 0.1139, 0.3815, 0.2284, 0.3276, -0.4506, 0.7776, -0.3488, -1.3748, 0.1147, 0.2387, 0.3643, 0.2894, 0.3964, -0.6285, 0.7197, -0.1953, -1.0987, 0.0206, 0.1925, 0.1957, 0.5012, 0.1924, -0.4726, -0.0285, -0.1043, -0.0121, 0.5418, -0.8157, -0.4521, -0.1212, -0.9166, 0.0724, -0.8433, -0.9496, 0.2864, -0.5766, 0.2959, 0.3198, 0.3060, 0.0808, 0.3348, 0.3997, 0.4648, 0.1126, 0.4952, 0.3373, 0.2802, 0.5231, 0.4039, -0.0056, 0.0022, -1.0386, 0.8116, -0.2382, -1.1232, -0.3430, 0.4327, -0.5805, -0.4031, -0.7389, -0.2298, 0.4082, 0.3505, 0.3422, 0.1103, 0.3455, 0.4560, 0.1006, 0.3808, -0.2785, 0.3189, 0.2227, 0.2735, 0.2766, 0.2827, -0.8597, 0.1655, -0.7995, -0.8743, 0.1821, -0.5858, -0.5377, -0.3281, -0.7344, 0.3463, 0.0786, 0.3850, 0.2717, 0.4743, 0.5556, 0.3273, -0.0970, 0.1519, 0.3234, 0.3994, 0.2850, 0.2774, 0.2539, 0.3101, -0.4717, -0.4710, 0.2944, -0.8890, -0.1598, -1.0646, -0.2559, 0.2317, -0.9285, -0.0034, 0.2719, 0.2937, 0.4546, -0.0162, -0.3306, 0.7848, 0.4395, 0.4680, 0.3330, -0.0516, 0.5159, 0.3767, 0.3108, 0.1184]}